(1)
{
  "formula": "C17H29HfN2O3P",
  "method": "ωB97M-V/def2-TZVPD",
  "lumo_energy_ha": -0.64207,
  "spin_multiplicity": 1,
  "de_lowest_kj_mol": 0.0,
  "gap_ha": 0.146,
  "total_charge": 4,
  "species": ["Hf", "C", "O", "C", "O", "C", "O", "C", "P", "H", "H", "C", "H", "C", "H", "H", "H", "C", "H", "C", "H", "H", "C", "H", "H", "H", "C", "H", "H", "H", "C", "H", "H", "H", "C", "H", "H", "H", "H", "H", "N", "C", "C", "C", "N", "C", "C", "H", "H", "H", "H", "H", "H"],
  "xyz": [[-0.025, 0.621, 0.157], [-1.618, -0.753, -0.297], [-2.651, -1.293, -0.418], [-0.505, 2.572, -0.132], [-0.657, 3.811, -0.218], [1.908, -0.089, -0.169], [3.057, -0.211, -0.334], [-1.625, 0.457, -3.195], [0.016, 0.045, -2.390], [0.465, -1.397, -4.180], [-2.276, -0.308, -2.752], [1.083, 1.090, -3.498], [0.520, 1.148, -4.438], [-1.710, 0.335, -4.733], [-1.176, -0.533, -5.144], [-1.356, 1.247, -5.239], [-2.783, 0.224, -4.981], [-2.156, 1.819, -2.773], [-1.649, 2.656, -3.278], [1.427, -2.428, -2.559], [-2.067, 1.974, -1.690], [-3.229, 1.865, -3.034], [-1.032, -2.506, -3.087], [1.127, -3.204, -1.837], [1.912, -3.009, -3.359], [2.150, -1.773, -2.062], [0.237, -1.649, -3.130], [-0.776, -3.567, -3.214], [-1.724, -2.233, -3.891], [-1.526, -2.425, -2.112], [2.460, 0.488, -3.774], [2.989, 0.326, -2.829], [3.057, 1.206, -4.357], [2.427, -0.457, -4.330], [1.246, 2.486, -2.906], [0.305, 2.988, -2.673], [1.810, 3.129, -3.603], [1.827, 2.455, -1.975], [0.337, -2.309, -0.397], [0.541, -2.644, 0.215], [0.666, 0.642, 6.526], [0.497, 0.459, 5.179], [1.445, -0.297, 4.437], [1.277, -0.395, 3.063], [0.255, 0.228, 2.385], [-0.665, 0.938, 3.122], [-0.573, 1.075, 4.495], [1.425, 0.186, 6.997], [-0.011, 1.166, 7.028], [2.339, -0.786, 4.851], [1.977, -0.978, 2.450], [-1.473, 1.415, 2.545], [-1.325, 1.731, 4.961]],
  "nbo_charge": [1.726, 0.418, -0.191, 0.347, -0.088, 0.404, -0.177, -0.442, 0.815, 0.281, 0.236, -0.467, 0.285, -0.640, 0.245, 0.248, 0.298, -0.589, 0.255, -0.631, 0.143, 0.297, -0.623, 0.236, 0.298, 0.182, -0.480, 0.289, 0.252, 0.176, -0.619, 0.192, 0.291, 0.248, -0.621, 0.205, 0.307, 0.186, -0.070, 0.132, -0.585, 0.287, -0.196, 0.044, -0.652, 0.017, -0.211, 0.450, 0.446, 0.301, 0.232, 0.219, 0.297]
}



(2)
{
  "formula": "C17H29N2O3PZr",
  "method": "ωB97M-V/def2-TZVPD",
  "lumo_energy_ha": [-0.64288, -0.64285],
  "spin_multiplicity": 1,
  "de_lowest_kj_mol": 177.9,
  "gap_ha": [0.145, 0.146],
  "total_charge": 4,
  "species": ["Zr", "C", "O", "C", "O", "C", "O", "C", "P", "H", "H", "C", "H", "C", "H", "H", "H", "C", "H", "C", "H", "H", "C", "H", "H", "H", "C", "H", "H", "H", "C", "H", "H", "H", "C", "H", "H", "H", "H", "H", "N", "C", "C", "C", "N", "C", "C", "H", "H", "H", "H", "H", "H"],
  "xyz": [[-0.692, -0.461, 0.836], [0.282, 1.483, 1.112], [0.905, 2.431, 1.439], [1.625, -0.702, 0.614], [2.731, -0.360, 0.962], [0.984, -1.878, 0.129], [1.402, -2.922, -0.334], [1.161, 2.215, -1.826], [0.346, 0.569, -1.566], [-1.566, 0.839, -3.048], [0.667, 2.887, -1.107], [0.861, -0.365, -3.095], [0.621, 0.313, -3.931], [0.945, 2.745, -3.249], [-0.099, 2.646, -3.568], [1.594, 2.229, -3.974], [1.206, 3.814, -3.264], [2.655, 2.242, -1.484], [3.284, 1.787, -2.260], [-2.313, -0.301, -1.388], [2.879, 1.755, -0.532], [2.964, 3.295, -1.393], [-1.946, 2.249, -1.384], [-2.323, -0.327, -0.264], [-3.384, -0.127, -1.548], [-2.069, -1.303, -1.772], [-1.491, 0.871, -1.947], [-3.041, 2.256, -1.266], [-1.689, 3.049, -2.093], [-1.512, 2.525, -0.398], [0.038, -1.638, -3.238], [0.218, -2.328, -2.400], [0.323, -2.155, -4.166], [-1.026, -1.410, -3.305], [2.355, -0.707, -3.177], [2.674, -1.337, -2.332], [3.005, 0.176, -3.228], [2.535, -1.286, -4.101], [-2.735, -0.085, 1.289], [-2.324, -0.446, 1.884], [-1.132, -2.142, 6.908], [-0.886, -1.878, 5.611], [-1.807, -2.289, 4.632], [-1.530, -1.971, 3.322], [-0.452, -1.211, 2.974], [0.472, -0.844, 3.914], [0.283, -1.178, 5.242], [-1.963, -2.636, 7.170], [-0.467, -1.849, 7.613], [-2.711, -2.824, 4.905], [-2.216, -2.246, 2.515], [1.342, -0.274, 3.566], [1.013, -0.894, 6.002]],
  "nbo_charge": [1.394, 0.452, -0.242, 0.382, -0.146, 0.277, -0.121, -0.519, 1.147, 0.314, 0.241, -0.509, 0.295, -0.620, 0.217, 0.246, 0.302, -0.625, 0.248, -0.555, 0.196, 0.287, -0.640, 0.051, 0.330, 0.292, -0.515, 0.276, 0.289, 0.199, -0.620, 0.197, 0.299, 0.202, -0.628, 0.201, 0.241, 0.292, 0.157, 0.004, -0.584, 0.279, -0.190, 0.007, -0.596, 0.037, -0.188, 0.449, 0.452, 0.292, 0.223, 0.239, 0.292]
}



M (g/mol)
518.89; 431.63
DFT total energy (eV)
-37766.945; -37739.727